{"formula": "C7H14F3N5O7S5Ti", "method": "ωB97M-V/def2-TZVPD", "species": ["Ti", "N", "C", "C", "C", "C", "N", "C", "N", "N", "C", "O", "O", "H", "H", "H", "H", "H", "H", "H", "H", "H", "H", "H", "H", "H", "H", "S", "S", "S", "S", "F", "C", "F", "F", "S", "O", "O", "O", "O", "N", "O"], "coordinates": [[0.32205, -0.27644, 0.02714], [2.20025, -0.08186, 1.48996], [1.40766, -0.01184, 2.71742], [2.22714, 0.20158, 3.98040], [1.43198, 0.31703, 5.27665], [0.24393, -0.62655, 5.31470], [0.61040, -1.99296, 4.89224], [0.15651, -2.56894, 3.76863], [-0.98810, -2.20057, 3.18645], [0.84701, -3.56193, 3.20491], [0.29279, 1.01369, 2.45441], [-0.33485, 1.50538, 3.36512], [0.11004, 1.22458, 1.17674], [2.82075, -0.88272, 1.43582], [2.73649, 0.76849, 1.33392], [0.89286, -0.97175, 2.78044], [2.83970, 1.10126, 3.88118], [2.92875, -0.63770, 4.03408], [1.01576, 1.31796, 5.37975], [2.10537, 0.15550, 6.12295], [-0.49242, -0.23054, 4.62619], [-0.20411, -0.65237, 6.30710], [1.43342, -2.39377, 5.31371], [-1.49105, -1.41725, 3.56555], [-1.01008, -2.23991, 2.16259], [1.79205, -3.75451, 3.48594], [0.53791, -3.93049, 2.31600], [-1.50663, 0.45353, -1.49465], [-2.85461, -0.95852, -1.04731], [-1.62602, -2.72265, -1.18098], [-0.10131, -2.21144, -2.21387], [3.86054, -0.64316, -3.70792], [2.98633, 0.28127, -3.32232], [3.42851, 1.48097, -3.68436], [1.82279, 0.05010, -3.91389], [2.81252, 0.19778, -1.48216], [3.74626, 1.13166, -0.92647], [2.98540, -1.18978, -1.15753], [1.36953, 0.63702, -1.29039], [0.68847, -2.10213, 0.33332], [-0.54378, -2.33722, 0.81421], [-1.04872, -1.06729, 1.06482]], "nbo_charge": [1.43, -0.82, -0.19, -0.40, -0.42, -0.24, -0.58, 0.67, -0.75, -0.77, 0.80, -0.62, -0.68, 0.40, 0.41, 0.22, 0.23, 0.19, 0.25, 0.21, 0.24, 0.22, 0.40, 0.41, 0.42, 0.41, 0.44, -0.20, 0.00, 0.32, -0.17, -0.30, 0.73, -0.30, -0.30, 2.32, -0.92, -0.92, -0.92, -0.55, -0.01, -0.64], "de_lowest_kcal_mol": 35.1, "homo_lumo_gap_ev": 6.94, "homo_energy_ev": -7.8, "fmax_ev_per_a": 2.93}